Run one
C3H7NO | ωB97M-V/def2-TZVPD

ORCA input file:
```
! RIJCOSX wB97M-V def2-TZVPD def2/J DEFGRID3
* xyz 0 1
C -0.23975 2.16144 0.04725
N -0.81530 1.46215 1.00291
C 0.05136 1.03281 2.15048
H -0.86371 2.61057 -0.73755
H 0.78053 2.48166 0.18375
H 0.16821 1.94849 2.84814
H 1.02028 0.68642 1.91869
H -0.65029 0.30327 2.53976
C 0.11494 -3.18662 -2.49042
O -0.71122 -4.02693 -2.22457
H 1.13739 -3.41887 -2.91194
H 0.00756 -2.05439 -2.32651
*
```

Output
Gap between HOMO and LUMO   10.7 eV
HOMO   -0.3650 Eh

Run two
C3H7NO | ωB97M-V/def2-TZVPD

ORCA input file:
```
! RIJCOSX wB97M-V def2-TZVPD def2/J DEFGRID3
* xyz 0 1
C -1.42382 -2.11351 -0.37555
C -0.83308 -0.96054 -0.03819
N -0.73414 -0.58744 1.30218
C 0.22082 0.14889 1.68565
H -1.93807 -2.70720 0.36675
H -1.28198 -2.55599 -1.35286
H -0.61946 -0.13337 -0.71332
H 0.16318 0.44401 2.73058
H 0.89086 0.68778 1.00904
O 1.58487 2.84439 -1.42999
H 1.95753 2.72218 -2.30831
H 2.01328 2.21080 -0.87600
*
```

Output
Gap between HOMO and LUMO   9.8 eV
HOMO   -0.3354 Eh

Run three
C3H7NO | ωB97M-V/def2-TZVPD

ORCA input file:
```
! RIJCOSX wB97M-V def2-TZVPD def2/J DEFGRID3
* xyz 0 1
C -0.57292 0.18685 -0.00131
N -1.16210 1.44240 0.01969
C 0.65837 -0.04576 0.66190
C 1.46678 -0.83071 -0.21299
O -1.59873 -0.77079 -0.05564
H -1.38178 -1.47107 0.57150
H 0.28092 -0.66760 -1.05557
H -0.59507 2.19036 -0.34607
H -2.12935 1.48383 -0.26838
H 0.99185 0.46242 1.56417
H 1.92920 -0.36678 -1.08121
H 2.11285 -1.61316 0.20391
*
```

Output
Gap between HOMO and LUMO   8.4 eV
HOMO   -0.2821 Eh

Run four
C3H7NO | ωB97M-V/def2-TZVPD

ORCA input file:
```
! RIJCOSX wB97M-V def2-TZVPD def2/J DEFGRID3
* xyz 0 1
C -0.80561 1.90827 0.00321
O -0.09032 0.72695 -0.44783
C -0.26251 -0.29060 0.41544
C 1.02860 -1.57415 -0.47309
N -0.82950 -0.64965 1.43869
H -1.87521 1.68916 0.10033
H -0.40757 2.23715 0.97079
H -0.62785 2.65865 -0.77055
H 0.59778 -1.68583 -1.47128
H 1.17575 -2.57058 -0.01926
H 1.97271 -1.02308 -0.47627
H 0.12373 -1.42629 0.72981
*
```

Output
Gap between HOMO and LUMO   9.6 eV
HOMO   -0.3186 Eh

Short version: run four is the least stable of them.

Run one
C4H3I | ωB97M-V/def2-TZVPD

ORCA input file:
```
! RIJCOSX wB97M-V def2-TZVPD def2/J DEFGRID3
* xyz 0 1
C 1.35790 -1.77785 0.04419
C 0.34767 -2.09415 -0.55857
I -1.31224 -2.89310 -1.23299
H 2.30316 -1.23249 0.12431
C -1.07288 0.79735 -0.64293
C -0.83893 0.44499 0.48858
H -0.99158 0.81261 -1.67022
H -0.91839 0.40675 1.51419
*
```

Output
Gap between HOMO and LUMO   9.8 eV
HOMO   -0.3429 Eh

Run two
C4H3I | ωB97M-V/def2-TZVPD

ORCA input file:
```
! RIJCOSX wB97M-V def2-TZVPD def2/J DEFGRID3
* xyz 0 1
I -2.75975 -0.20371 -0.01193
C -0.70539 0.05404 0.54233
C 0.11311 1.13122 -0.14240
C 1.26114 0.40711 -0.21399
C 0.32677 -0.65298 -0.22399
H -0.63024 0.06698 1.61868
H 2.27111 0.53482 -0.53314
H 0.12325 -1.33748 -1.03555
*
```

Output
Gap between HOMO and LUMO   9.4 eV
HOMO   -0.3297 Eh

Short version: run one is the least stable of them.